The following is a quantum chemistry calculation of a molecular structure, C29H34CuN6OP, from the OMol25 dataset.

Structure (ORCA input):
```
! RIJCOSX wB97M-V def2-TZVPD def2/J DEFGRID3
* xyz 3 2
Cu -0.41031 0.28914 -0.21747
N -0.27293 -0.37285 -3.13192
P -0.93309 -1.24929 -1.86152
C -0.33901 -2.91671 -1.93166
C 0.90007 -3.19791 -1.34163
C 1.43727 -4.46723 -1.44628
C 0.73882 -5.45569 -2.13240
C -0.49104 -5.18257 -2.71620
C -1.03912 -3.91378 -2.61865
C -2.71806 -1.22784 -2.04452
C -3.34680 -0.23926 -2.80431
C -4.73364 -0.19002 -2.86320
C -5.49365 -1.11144 -2.15506
C -4.87213 -2.09313 -1.38950
C -3.48937 -2.15330 -1.33071
C 0.27079 0.87949 -2.95952
C 0.82524 1.58273 -4.03313
C 1.37861 2.81753 -3.80272
C 1.37672 3.34942 -2.50739
C 0.80553 2.60959 -1.51138
N 0.24730 1.39026 -1.72002
H -0.17079 -0.79747 -4.04538
H 1.44326 -2.42492 -0.80852
H 2.39586 -4.69128 -0.99946
H 1.15948 -6.44916 -2.21404
H -1.02116 -5.95762 -3.25215
H -1.99412 -3.70364 -3.08294
H -2.76157 0.46903 -3.37831
H -5.21992 0.55053 -3.48435
H -6.57338 -1.08167 -2.21877
H -5.46645 -2.82696 -0.86170
H -3.01740 -2.95018 -0.76683
H 0.81823 1.14616 -5.02265
H 1.81853 3.37304 -4.62032
H 1.82049 4.30933 -2.28938
H 0.79228 2.96825 -0.48907
C -3.62176 3.50156 0.23950
C -2.57147 2.53935 -0.35373
N -2.01211 1.65468 0.69315
C -1.51565 2.48146 1.81397
C -2.67103 3.24320 2.49735
N -3.89668 3.05795 1.64844
C -4.31046 1.61411 1.65608
C -3.09640 0.78094 1.19665
H -4.56584 3.47430 -0.30100
H -3.27644 4.53276 0.28816
H -1.76318 3.10935 -0.80693
H -3.01714 1.91000 -1.12439
H -0.77671 3.18258 1.42726
H -1.02600 1.83117 2.53777
H -2.48007 4.31158 2.57419
H -2.90695 2.85803 3.48765
H -4.65418 3.62429 2.03331
H -5.16473 1.52146 0.98790
H -4.62743 1.36747 2.66739
H -3.39577 0.09971 0.39866
H -2.70375 0.18961 2.02281
N 1.56004 -3.06946 5.67584
C 0.35931 -2.94299 5.08128
O -0.69735 -3.31444 5.53705
C 0.32140 -2.21844 3.74763
C -0.66772 -2.60910 2.84906
C -0.83259 -1.89797 1.68323
N -0.09306 -0.81374 1.38868
C 0.87494 -0.45002 2.24434
C 1.11797 -1.12866 3.42527
H 1.59702 -3.56889 6.55240
H 2.42456 -2.91754 5.18642
H -1.30813 -3.44746 3.08718
H -1.58600 -2.18036 0.95882
H 1.47112 0.41353 1.97241
H 1.89752 -0.77906 4.08879
*
```

Calculated values
LUMO (spin up / spin down) (eV): -7.8546 / -10.3164
Kohn-Sham gap (spin up / spin down) (eV): 8.787 / 6.458

Mulliken population analysis, charges in e, atoms 1 to 4: Cu -0.704; N 0.134; P 1.121; C 0.871

***

The following is a quantum chemistry calculation of 2 unconnected molecules or ions with the total composition C4H10NO3 in a non-equilibrium geometry, from the OMol25 dataset.

Structure (ORCA input):
```
! RIJCOSX wB97M-V def2-TZVPD def2/J DEFGRID3
* xyz -1 1
C 1.04210 -0.51840 2.01016
C 0.12247 0.06060 0.84985
C 1.02799 0.94741 -0.08649
N -0.62855 -0.98226 0.16536
C -1.86844 -0.65548 -0.57647
O -2.21126 -1.45543 -1.47921
O -2.42407 0.36438 -0.15365
H 1.52279 0.38370 2.37598
H 0.36393 -0.64015 2.87922
H 1.64037 -1.40274 1.81625
H -0.61747 0.59385 1.44961
H 1.98728 0.88884 0.44881
H 0.63520 1.96069 -0.17774
H 0.99298 0.47109 -1.05774
H 0.04841 -1.62418 -0.22779
H -0.96009 -0.11230 -2.46923
H -0.04064 1.16451 -2.66198
O -0.63301 0.55587 -3.10495
*
```

Calculated values
LUMO (eV): 3.6706
Kohn-Sham gap (eV): 8.184

Mulliken population analysis, charges in e, atoms 1 to 4: C -1.483; C 0.354; C -0.982; N -0.302

***

The following is a quantum chemistry calculation of C5H12O2 in the gas phase, from the OMol25 dataset.

Structure (ORCA input):
```
! RIJCOSX wB97M-V def2-TZVPD def2/J DEFGRID3
* xyz 0 1
C 2.38815 -0.19478 0.77172
C 1.18556 0.19672 -0.07466
C 0.02429 -0.79170 -0.00201
O -0.38521 -0.85509 1.36119
C -1.15887 -0.42987 -0.91078
C -1.94938 0.80999 -0.48973
O -1.18850 2.00200 -0.42230
H 3.14412 0.59652 0.72855
H 2.08630 -0.32468 1.81491
H 2.84890 -1.12574 0.42454
H 1.46557 0.31477 -1.12853
H 0.84664 1.17767 0.26000
H 0.40707 -1.77787 -0.31957
H -1.03315 -1.56647 1.44303
H -1.86838 -1.27287 -0.91852
H -0.80166 -0.31848 -1.94196
H -2.43818 0.61763 0.47436
H -2.73366 1.00093 -1.22895
H -0.74595 2.00244 0.43458
*
```

Calculated values
LUMO (eV): 0.8000
Kohn-Sham gap (eV): 10.735
SMILES: CC[C@@H](O)CCO

Mulliken population analysis, charges in e, atoms 1 to 4: C -1.309; C -0.268; C 0.055; O -0.566